# 1
This record from the Open Molecules 2025 dataset describes a structure of composition C29H52CaIN3OSSi3Te. The level of theory is ωB97M-V with the def2-TZVPD basis set.

The geometry in XYZ format:
```
92
C29H52CaIN3OSSi3Te | the Open Molecules 2025 dataset | ωB97M-V with the def2-TZVPD basis set
Ca -0.30249 0.95790 -0.40423
N -2.08706 -0.83535 -0.13839
C -1.75635 -2.28412 -0.21730
C -2.34515 -2.96731 -1.44039
C -1.89491 -2.36444 -2.76438
N -0.43860 -2.42116 -2.90830
H -2.46821 -0.64422 0.78232
H -2.82488 -0.61144 -0.80106
H -2.12084 -2.78606 0.67995
H -0.67205 -2.38315 -0.22934
H -3.43884 -2.93848 -1.38498
H -2.06245 -4.02398 -1.40394
H -2.18417 -1.31449 -2.81195
H -2.42097 -2.86354 -3.58527
H -0.12444 -1.71693 -3.56801
H -0.14967 -3.32200 -3.27173
C -2.33350 3.90530 -0.12278
O -1.54035 2.86155 0.42578
Si -1.35331 2.55546 2.10708
C -1.46909 4.15571 3.08007
C -2.93259 1.66017 2.61601
C 0.17682 1.60841 2.06699
Si 0.42182 0.28089 3.30718
C -0.76801 -1.17410 3.08387
C 0.18877 0.86729 5.08469
C 2.11929 -0.53049 3.17217
Si 1.63491 2.68913 1.75435
C 1.25547 4.27594 0.79579
C 2.87596 1.85674 0.58449
C 2.61196 3.19950 3.28129
H -2.07218 4.86354 0.33160
H -3.40072 3.72035 0.03403
H -2.14323 3.95942 -1.19297
H -2.38055 4.71467 2.85276
H -0.61645 4.82350 2.96846
H -1.52039 3.87309 4.13654
H -3.78038 2.34554 2.52633
H -2.88947 1.33591 3.65865
H -3.16259 0.78356 2.00841
H -0.64126 -1.88815 3.90248
H -0.54462 -1.70721 2.15561
H -1.81787 -0.87368 3.07335
H -0.83657 1.21884 5.23765
H 0.85624 1.69843 5.32225
H 0.37278 0.06584 5.80523
H 2.21136 -1.01129 2.19286
H 2.23446 -1.30865 3.93136
H 2.94950 0.16959 3.28649
H 0.86542 4.05559 -0.20278
H 2.19540 4.81963 0.66323
H 0.54882 4.95378 1.27306
H 2.47825 1.71820 -0.43160
H 3.19059 0.88381 0.95545
H 3.76466 2.48326 0.46844
H 2.00259 3.82846 3.93605
H 3.49598 3.77437 2.99266
H 2.94570 2.34312 3.87050
I -4.07064 3.42748 -3.54896
C -3.25211 1.53481 -2.62098
H -4.07228 0.84705 -2.80208
H -3.16872 1.81731 -1.57625
C 1.78148 -3.59747 -0.71660
Te 2.16964 -1.54256 -1.16039
C 3.89049 -1.78010 0.10136
C 3.85392 -3.18702 0.63811
C 4.82690 -3.62681 1.53513
C 4.79103 -4.91248 2.04307
C 3.77482 -5.77981 1.65791
C 2.80694 -5.35090 0.76818
C 2.83856 -4.05535 0.25316
H 1.82345 -4.16047 -1.64753
H 0.78274 -3.70649 -0.29985
H 3.87035 -1.06223 0.91689
H 4.78536 -1.59861 -0.49182
H 5.61449 -2.94667 1.83757
H 5.55060 -5.24019 2.74080
H 3.73934 -6.78666 2.05307
H 2.01309 -6.02446 0.46636
S 0.46899 1.02347 -3.70675
C -0.81606 1.84823 -2.72819
N -2.04401 1.10890 -3.13953
C -1.98731 0.63354 -4.46540
C -3.05986 0.25807 -5.25921
C -2.80804 -0.27467 -6.52160
C -1.51043 -0.42284 -6.98413
C -0.43402 -0.02621 -6.19327
C -0.68068 0.50546 -4.94239
H -0.91180 2.86592 -3.13510
H -4.07956 0.39066 -4.92266
H -3.64071 -0.56220 -7.14997
H -1.33016 -0.83185 -7.96943
H 0.58174 -0.12113 -6.55558
```

Values from the calculation:
ΔE to the lowest compared entry with this formula, charge and spin = 0.0 kcal/mol
Orbital gap = 0.2653 hartree
Lowest unoccupied orbital energy = 0.0068 Eh
Charge = 0
Molar mass = 869.7 Da

---

# 2
This record from the Open Molecules 2025 dataset describes a structure of composition C29H53AlN5O5 in a non-equilibrium geometry. The level of theory is ωB97M-V with the def2-TZVPD basis set.

The geometry in XYZ format:
```
93
C29H53AlN5O5 | the Open Molecules 2025 dataset | ωB97M-V with the def2-TZVPD basis set
C -1.16625 7.75058 0.48271
C -0.15206 6.42209 0.48241
N 0.12847 5.81595 1.69025
C 0.45917 5.98737 -0.97521
Al -0.08968 4.05251 -1.55317
C -2.13027 4.07664 -1.85344
C -2.69253 2.81767 -2.74022
C -4.28159 2.47308 -2.53268
C -4.79235 2.45075 -0.97514
N -6.04790 1.56249 -0.86484
C -7.11220 2.42981 -0.16691
C -5.73943 0.32936 -0.00116
C -5.11526 -1.02202 -0.75606
O -5.96588 0.42200 1.31251
C 0.53765 2.81171 -0.04495
C 0.01223 1.26148 -0.15244
O 0.99079 0.38042 -0.80793
C 1.86165 -0.30918 0.15639
C 2.21952 -1.90292 -0.20271
O 2.40940 0.25912 1.25254
C 0.81586 3.74052 -3.36969
C 1.23521 2.18641 -3.68060
C 2.83762 2.04229 -3.36311
O 3.44321 2.73364 -2.35931
O 3.75310 1.19265 -4.17525
H -0.61884 8.56768 1.12616
H -2.20700 7.41442 0.90244
H -1.22577 8.15652 -0.63010
H -0.41744 6.32678 2.42867
H 1.62730 6.00777 -1.05078
H -0.00503 6.68423 -1.81750
H -2.64588 4.22586 -0.81367
H -2.35408 5.05997 -2.49211
H -2.04948 1.87431 -2.48331
H -2.52997 3.10816 -3.87823
H -4.44464 1.37434 -2.96821
H -4.98447 3.16806 -3.19632
H -4.00965 2.03331 -0.21063
H -5.15887 3.55526 -0.71871
H -7.50116 3.19637 -0.98466
H -8.02012 1.74519 0.19455
H -6.68248 2.98274 0.79108
H -5.57722 -1.18124 -1.83275
H -3.95117 -0.82605 -0.83161
H -5.33715 -2.01831 -0.14288
H 0.07100 3.24838 0.96307
H 1.69872 2.78899 0.12913
H -0.15080 0.83428 0.95003
H -1.02001 1.14991 -0.70294
H 3.37247 -2.08496 -0.05822
H 1.57027 -2.58461 0.49354
H 1.94991 -2.05556 -1.35565
H 0.06020 4.10507 -4.20711
H 1.76219 4.46450 -3.42635
H 1.11544 2.02607 -4.85708
H 0.55199 1.38054 -3.17794
H 3.21766 0.40836 -4.52861
C 3.63422 -4.91445 3.35029
C 2.21145 -4.89772 3.90007
C 1.26067 -5.80630 3.11818
C 1.18602 -5.34729 1.67102
N 1.12408 -4.96657 0.47055
H 3.67524 -4.53784 2.32334
H 4.28333 -4.27461 3.95647
H 4.04771 -5.92939 3.36258
H 1.83743 -3.86666 3.88472
H 2.23151 -5.21736 4.94777
H 0.25892 -5.76985 3.55892
H 1.60797 -6.84469 3.14956
C -4.09171 -8.24122 5.10523
C -3.77901 -7.09641 4.14688
C -2.34788 -7.14550 3.60810
C -1.36176 -7.04563 4.76054
N -0.54371 -6.96279 5.71649
H -3.45960 -8.20507 5.99813
H -5.13170 -8.18185 5.44156
H -3.94558 -9.21196 4.61785
H -3.94930 -6.14428 4.66424
H -4.47983 -7.13559 3.30572
H -2.17806 -6.31355 2.91665
H -2.17332 -8.08018 3.06425
C 6.46486 0.45576 -1.23719
C 7.63352 1.22594 -1.84373
C 7.83724 0.92492 -3.32990
C 8.13098 -0.55449 -3.51849
N 8.37464 -1.78171 -3.67498
H 6.62796 -0.62578 -1.27958
H 6.33932 0.72370 -0.18331
H 5.52986 0.68470 -1.76121
H 8.54626 0.98232 -1.28628
H 7.45570 2.29950 -1.71691
H 8.67616 1.51052 -3.72022
H 6.94205 1.19057 -3.90255
```

Values from the calculation:
Orbital gap = 0.2497 hartree
Lowest unoccupied orbital energy = 0.0632 Eh
Charge = -1
Molar mass = 578.8 Da

---

# 3
This record from the Open Molecules 2025 dataset describes a cluster of 11 separate species, C29H53Br23F3O6PS2 in total in a non-equilibrium geometry. The level of theory is ωB97M-V with the def2-TZVPD basis set.

The geometry in XYZ format:
```
117
C29H53Br23F3O6PS2 | the Open Molecules 2025 dataset | ωB97M-V with the def2-TZVPD basis set
O 3.01461 -5.25199 -1.07956
S 2.32213 -4.07763 -1.44678
O 1.36715 -4.18586 -2.48909
O 1.76323 -3.40281 -0.11215
C 1.77637 -1.94721 -0.14538
S 2.08353 -1.21317 1.49568
C 0.41541 -1.56340 -0.76892
C -0.79688 -1.51738 0.17398
C -1.58196 -2.80440 0.43093
F -2.80523 -2.38630 0.90338
Br -0.83035 -3.85911 1.89272
C -1.86454 -3.69411 -0.82524
F -2.02458 -2.94195 -1.91350
F -0.91407 -4.61094 -0.99183
Br -3.54381 -4.70830 -0.56839
C 3.02547 -1.67792 -1.08261
C 4.39296 -1.40482 -0.43326
C 4.94145 -2.57388 0.44608
C 6.27088 -3.15493 -0.06568
O 6.13870 -4.56841 -0.29025
P 2.95546 -0.30341 -2.38723
O 2.45613 1.01932 -1.51729
Br 1.27255 -0.76653 -3.82448
O 3.27179 -2.85468 -1.87729
H 1.54648 0.01204 1.26519
H 0.27953 -2.18614 -1.65043
H 0.51760 -0.53932 -1.14332
H -1.50111 -0.81842 -0.30162
H -0.57194 -1.10302 1.15330
H 5.08717 -1.30600 -1.27302
H 4.44174 -0.44947 0.08659
H 4.17458 -3.33999 0.53743
H 5.05777 -2.15580 1.44731
H 7.00502 -3.05645 0.72848
H 6.60765 -2.68018 -0.98886
H 5.49954 -4.65901 -1.00884
H 2.37409 0.74134 -0.59107
Br -3.99343 0.87448 -5.19207
C -2.20898 0.73471 -5.95754
C -1.98015 -0.58930 -6.63648
Br -1.66949 -2.01834 -5.35030
H -1.50867 0.91666 -5.14814
H -2.14546 1.54602 -6.67948
H -1.07500 -0.54589 -7.23832
H -2.81312 -0.90049 -7.25823
Br -3.47299 0.31748 -0.78123
C -4.98145 0.68164 0.38713
C -4.62313 1.71839 1.41688
Br -3.50820 0.96645 2.83123
H -5.28021 -0.26654 0.82363
H -5.77282 1.04517 -0.26506
H -5.51363 2.08475 1.91934
H -4.07661 2.55450 1.00020
Br 4.71734 -6.65877 4.03144
C 6.09122 -7.28346 2.80251
C 7.45156 -7.27840 3.44688
Br 8.19334 -5.48227 3.57922
H 6.03412 -6.65252 1.92121
H 5.80348 -8.29972 2.54078
H 8.16072 -7.83592 2.83906
H 7.44174 -7.68263 4.45388
Br -2.54472 3.96454 -9.64878
C -3.92773 4.28632 -8.31829
C -3.48787 5.29412 -7.29040
Br -2.24060 4.51176 -6.02043
H -4.17297 3.32353 -7.88063
H -4.78369 4.65963 -8.87596
H -4.33770 5.62354 -6.69668
H -2.99439 6.15701 -7.72500
Br -6.36517 -3.32920 -7.18541
C -4.79157 -3.66678 -6.08852
C -5.09339 -4.60418 -4.95332
Br -6.06731 -3.71990 -3.51957
H -4.43195 -2.70100 -5.75028
H -4.06162 -4.11002 -6.76225
H -4.17014 -4.95552 -4.49629
H -5.69256 -5.45586 -5.25810
Br 1.17086 2.46421 1.15165
C -0.51446 2.45111 2.13622
C -0.55812 3.56466 3.14320
Br 0.53194 3.14992 4.70116
H -0.61252 1.46796 2.58603
H -1.28939 2.58012 1.38306
H -1.56852 3.69681 3.52474
H -0.19745 4.50928 2.74750
Br 0.81876 -5.06463 4.61131
C -0.59767 -4.79839 5.91629
C -0.78366 -3.34022 6.23938
Br 0.61715 -2.67841 7.41699
H -0.34200 -5.39638 6.78474
H -1.49592 -5.20049 5.45193
H -1.71313 -3.18646 6.78317
H -0.77333 -2.71190 5.35430
Br 1.27460 7.59966 3.95920
C 0.94752 8.11506 5.80760
C 0.23017 7.03272 6.56874
Br -1.66003 6.96793 6.11050
H 0.39319 9.04718 5.78021
H 1.93282 8.29210 6.23293
H 0.25905 7.23659 7.63680
H 0.63437 6.04315 6.37834
Br -2.88608 5.10673 0.66749
C -4.20263 5.93216 -0.50751
C -5.56735 5.97059 0.12691
Br -6.44274 4.23014 0.08671
H -4.18543 5.37682 -1.43959
H -3.83607 6.94155 -0.67951
H -6.22655 6.63102 -0.43170
H -5.53859 6.28293 1.16551
Br 6.96965 4.27626 2.85600
C 5.04887 4.41474 2.57530
C 4.29197 3.39632 3.38318
Br 4.41361 1.61882 2.60203
H 4.87927 4.31349 1.50819
H 4.78329 5.42130 2.89145
H 3.22858 3.63046 3.39188
H 4.65164 3.31374 4.40360
```

Values from the calculation:
Orbital gap = 0.3281 hartree
Lowest unoccupied orbital energy = -0.0036 Eh
Charge = 0
Molar mass = 2487.6 Da

---

# 4
This record from the Open Molecules 2025 dataset describes a structure of composition C29H54AlBBrCl2F22K2N4O5S in a non-equilibrium geometry. The level of theory is ωB97M-V with the def2-TZVPD basis set.

The geometry in XYZ format:
```
122
C29H54AlBBrCl2F22K2N4O5S | the Open Molecules 2025 dataset | ωB97M-V with the def2-TZVPD basis set
C 1.92746 -2.29895 -0.22531
C 1.41024 -1.51422 -0.97153
C 0.81673 -0.43664 -1.80491
C 1.55917 -0.47378 -3.14247
C 0.91224 0.27438 -4.32821
C -0.69688 -0.80780 -1.95425
C -1.00619 -2.00051 -2.86821
Br -0.76904 -3.60649 -1.77366
C -2.47659 -2.01242 -3.35170
C -3.52904 -2.07655 -2.23380
N -1.54578 0.32403 -2.26834
C -1.44595 1.39215 -1.29131
C -2.82716 1.54868 -0.56143
C -3.58311 2.80124 -1.02777
C -2.87139 4.08703 -0.55770
C -3.14605 5.28141 -1.50254
C -0.24561 1.24563 -0.31533
N -0.51745 0.35809 0.83331
C -0.35866 1.05180 2.14644
C -0.09157 -0.04536 3.26815
C -0.07360 0.55615 4.69132
C 1.27469 0.25488 5.36995
N 1.01563 0.84200 -0.97766
C 1.80740 1.94073 -1.62459
C 1.98797 3.14077 -0.69537
C 2.97481 2.89570 0.44664
F 2.59952 1.81622 1.20157
F 4.18772 2.73392 -0.08464
C 2.90689 4.13731 1.38778
F 1.66804 4.10036 1.95648
F 2.94918 5.25598 0.64830
C 4.05374 4.22892 2.45249
F 4.97699 5.03098 1.91006
F 4.67384 3.04813 2.63533
C 3.63663 4.91644 3.79434
F 2.76375 5.90135 3.57188
F 4.71247 5.48904 4.30931
S 2.95332 3.76641 5.13635
F 1.47959 4.38928 5.01595
F 2.51062 2.66235 4.06307
F 4.36807 3.10913 5.32817
F 3.27496 4.85821 6.23938
F 2.40323 2.81204 6.28063
H 2.18508 -2.97751 0.56094
H 1.57909 -1.51844 -3.42996
H 2.61100 -0.21759 -3.06936
H 1.73256 0.64920 -4.94469
H 0.33750 -0.37636 -4.98830
H 0.32110 1.15153 -4.05698
H -1.03669 -1.16071 -0.97420
H -0.41403 -2.12117 -3.76880
H -2.56224 -2.95318 -3.90262
H -2.65875 -1.22327 -4.07979
H -4.44496 -1.61218 -2.60967
H -3.78875 -3.10411 -1.99473
H -3.25035 -1.50191 -1.35031
H -1.49289 0.61578 -3.23159
H -1.26232 2.34973 -1.79392
H -3.37771 0.62421 -0.74780
H -2.73172 1.65155 0.53381
H -3.74122 2.78359 -2.10539
H -4.54211 2.77187 -0.50507
H -1.79389 3.92132 -0.44694
H -3.22283 4.35966 0.43932
H -3.54482 4.93323 -2.45573
H -2.23793 5.83533 -1.74175
H -3.86207 5.96333 -1.04824
H -0.18370 2.23908 0.12779
H 0.13695 -0.43249 0.86127
H -1.23664 1.68806 2.39903
H 0.51164 1.71399 2.16890
H 0.87172 -0.52246 3.07941
H -0.85401 -0.85066 3.16162
H -0.82200 0.00921 5.26975
H -0.31672 1.61756 4.71085
H 2.09847 0.33713 4.65707
H 1.29676 -0.76915 5.74536
H 1.48574 0.92741 6.19944
H 1.60573 0.52331 -0.20197
H 2.81141 1.54805 -1.79930
H 1.37889 2.30049 -2.55323
H 1.06039 3.58914 -0.34147
H 2.46358 3.91030 -1.30578
C 4.48310 -3.52646 -5.77267
N 3.64467 -2.86860 -4.74048
O 2.61286 -2.31874 -5.10266
O 4.04584 -2.91515 -3.60582
H 4.00445 -3.40094 -6.73663
H 5.45324 -3.03449 -5.74443
H 4.56403 -4.57570 -5.50412
C -3.29250 -4.70368 0.80868
Cl -3.89491 -5.80381 -0.45196
Cl -4.44121 -3.37064 1.05885
H -3.19103 -5.25525 1.73337
H -2.33558 -4.28917 0.51436
B 5.81367 -0.10540 -3.79965
F 6.21435 -0.85304 -2.68804
F 4.39472 0.07311 -3.73783
F 6.41391 1.15193 -3.79256
F 6.12789 -0.79904 -4.98976
F 7.14648 7.14417 4.31168
Al 7.03103 7.89270 2.77828
F 8.17934 9.14676 2.65565
F 5.45138 8.52767 2.58757
F 7.31010 6.72714 1.56136
O -7.19988 -5.04522 -0.11455
H -6.53646 -4.44297 0.21756
H -6.82410 -5.94873 -0.01914
O -1.14441 -6.45169 1.75444
H -0.37368 -5.84945 2.06295
H -0.81607 -7.35469 1.86633
K -2.28302 -0.84110 1.87083
K -0.77386 -7.13478 -0.53575
F 0.19703 -4.49344 2.43983
C -9.19228 -7.66119 1.10849
C -7.71045 -8.07622 1.25946
O -7.06489 -8.08054 0.07340
H -9.72333 -8.35481 0.45141
H -9.70592 -7.66477 2.08471
H -9.27316 -6.65378 0.69463
H -7.74179 -9.05837 1.80307
H -7.29961 -7.38249 2.04602
```

Values from the calculation:
Orbital gap = 0.1257 hartree
Lowest unoccupied orbital energy = -0.0091 Eh
Charge = -1
Molar mass = 1255.6 Da